Entry 1:
ORCA calculation (the ωB97M-V functional and the def2-TZVPD basis) on a structure of composition C46H40N4O6PS2V at a distorted geometry.

For the energy above the lowest of the compared OMol25 structures with the same formula, charge and spin, the calculation gives 46.84 kcal per mole. For the lowest unoccupied orbital energy (spin up / spin down), the calculation gives -0.529 / -0.898 eV. As for the expectation value of S²: 2.0127. The value obtained for the HOMO-LUMO gap (spin up / spin down) is 6.939 / 6.643 eV. The HOMO energy (spin up / spin down) is -7.47 / -7.54 eV. For the largest force on an atom, the calculation gives 5.734 eV/A. The spin multiplicity is 3.

Atoms and positions in Å:
V  -0.30  0.19  0.49
C  3.45  -1.46  6.55
C  2.20  -1.42  5.71
C  2.25  -1.73  4.35
C  1.09  -1.73  3.58
C  -0.13  -1.44  4.18
C  -0.19  -1.13  5.52
C  0.97  -1.11  6.28
S  -1.59  -1.34  3.16
O  -2.69  -1.04  4.03
O  -1.68  -2.51  2.33
N  -1.25  -0.12  2.16
C  -1.42  1.20  2.44
C  -1.84  1.81  3.63
C  -1.84  3.19  3.67
C  -1.41  3.93  2.57
C  -1.02  3.25  1.44
N  -1.04  1.92  1.38
H  4.33  -1.23  5.95
H  3.57  -2.46  6.97
H  3.39  -0.75  7.38
H  3.19  -1.99  3.89
H  1.13  -1.96  2.53
H  -1.16  -0.92  5.96
H  0.91  -0.86  7.33
H  -2.17  1.20  4.46
H  -2.17  3.70  4.57
H  -1.39  5.01  2.60
H  -0.70  3.77  0.55
C  3.06  1.62  2.33
C  2.22  1.32  1.13
O  1.17  0.65  1.30
C  2.59  1.74  -0.19
C  3.82  2.37  -0.45
C  4.19  2.73  -1.72
C  3.33  2.45  -2.80
C  2.12  1.85  -2.58
C  1.70  1.48  -1.28
O  0.54  0.92  -1.14
H  2.55  1.26  3.23
H  3.24  2.69  2.43
H  4.03  1.12  2.25
H  4.50  2.57  0.37
H  5.14  3.21  -1.90
H  3.63  2.70  -3.81
H  1.46  1.59  -3.40
O  -3.82  -0.74  -0.72
C  -2.65  -1.02  -0.81
O  -1.67  -0.21  -0.51
C  -2.23  -2.38  -1.33
C  -3.22  -3.13  -1.96
C  -2.94  -4.39  -2.45
C  -1.66  -4.91  -2.33
C  -0.67  -4.17  -1.72
C  -0.94  -2.90  -1.20
P  0.44  -2.01  -0.38
C  1.57  -1.76  -1.81
C  1.13  -1.90  -3.13
C  2.02  -1.74  -4.18
C  3.34  -1.41  -3.94
C  3.77  -1.19  -2.64
C  2.89  -1.35  -1.58
C  1.24  -3.45  0.48
C  0.41  -4.30  1.20
C  0.93  -5.35  1.94
C  2.30  -5.56  1.97
C  3.14  -4.74  1.23
C  2.61  -3.69  0.49
H  -4.21  -2.70  -2.05
H  -3.72  -4.97  -2.94
H  -1.43  -5.90  -2.72
H  0.33  -4.57  -1.63
H  0.10  -2.13  -3.33
H  1.67  -1.88  -5.20
H  4.04  -1.31  -4.76
H  4.79  -0.88  -2.45
H  3.22  -1.14  -0.57
H  -0.66  -4.12  1.22
H  0.27  -6.00  2.49
H  2.72  -6.37  2.55
H  4.20  -4.92  1.23
H  3.28  -3.07  -0.09
N  -1.07  3.14  -2.17
C  -2.40  3.44  -2.27
S  -3.49  2.95  -1.12
N  -2.70  4.25  -3.32
C  -3.98  4.47  -3.88
C  -4.89  3.42  -4.03
C  -6.11  3.64  -4.64
C  -6.44  4.90  -5.11
C  -5.54  5.94  -4.98
C  -4.31  5.73  -4.37
H  -0.79  2.35  -1.58
H  -0.49  3.27  -2.98
H  -1.95  4.79  -3.72
H  -4.63  2.44  -3.66
H  -6.80  2.81  -4.75
H  -7.40  5.06  -5.59
H  -5.79  6.93  -5.34
H  -3.61  6.54  -4.26



Entry 2:
ORCA calculation (the ωB97M-V functional and the def2-TZVPD basis) on a cluster of 6 separate species, C35H44O14 in total at a distorted geometry.

For the lowest unoccupied orbital energy, the calculation gives -0.558 eV. Its SMILES is O=COCCCCc1ccc2c(c1)C(=O)C=CC2=O.O=C1CCCO1.O=C1CCCO1.O=C1CCCO1.O=C1CCCO1.O=C1CCCO1. The value obtained for the HOMO-LUMO gap is 8.529 eV. The HOMO energy is -9.09 eV. For the largest force on an atom, the calculation gives 1.276 eV/A.

Atoms and positions in Å:
O  -2.72  -4.53  1.52
C  -2.93  -3.42  1.16
O  -3.94  -3.10  0.32
C  -3.51  -2.80  -1.02
C  -2.79  -1.45  -1.14
C  -3.65  -0.34  -0.55
C  -2.92  1.03  -0.48
C  -1.55  0.94  0.16
C  -1.40  0.28  1.38
C  -0.15  0.19  1.99
C  0.96  0.74  1.35
C  0.82  1.38  0.13
C  -0.43  1.49  -0.47
C  2.05  1.92  -0.53
O  2.04  2.91  -1.21
C  3.27  1.13  -0.26
C  3.39  0.52  0.92
C  2.33  0.67  1.93
O  2.56  0.75  3.11
H  -2.33  -2.60  1.58
H  -2.83  -3.59  -1.36
H  -4.40  -2.78  -1.62
H  -2.54  -1.28  -2.18
H  -1.85  -1.57  -0.61
H  -3.99  -0.57  0.46
H  -4.51  -0.17  -1.18
H  -3.54  1.73  0.05
H  -2.78  1.35  -1.51
H  -2.25  -0.16  1.87
H  -0.04  -0.32  2.94
H  -0.54  2.00  -1.41
H  4.03  1.00  -1.01
H  4.27  -0.08  1.11
O  4.09  -0.36  -2.59
C  4.00  0.25  -3.62
O  4.99  1.05  -4.07
C  4.57  1.74  -5.26
C  3.43  0.90  -5.82
C  2.82  0.31  -4.56
H  4.24  2.74  -4.97
H  5.41  1.83  -5.93
H  2.74  1.48  -6.43
H  3.84  0.10  -6.44
H  2.06  0.97  -4.12
H  2.40  -0.68  -4.71
O  2.16  -3.67  -0.06
C  3.34  -3.87  -0.02
O  3.87  -5.11  0.09
C  5.30  -5.03  0.22
C  5.68  -3.68  -0.37
C  4.45  -2.83  -0.04
H  5.55  -5.10  1.28
H  5.75  -5.87  -0.30
H  6.61  -3.28  0.03
H  5.79  -3.77  -1.45
H  4.52  -2.38  0.95
H  4.25  -2.07  -0.79
O  6.76  -1.18  7.55
C  6.14  -0.46  6.81
O  5.19  -0.92  5.98
C  4.69  0.15  5.14
C  5.02  1.42  5.90
C  6.30  1.04  6.63
H  5.20  0.09  4.18
H  3.63  0.01  4.98
H  5.12  2.29  5.25
H  4.23  1.63  6.63
H  7.19  1.22  6.03
H  6.41  1.53  7.60
O  -5.54  2.26  0.91
C  -5.10  2.61  1.97
O  -3.80  2.48  2.30
C  -3.58  2.88  3.67
C  -4.76  3.79  4.00
C  -5.87  3.20  3.14
H  -3.56  1.98  4.29
H  -2.62  3.38  3.74
H  -4.99  3.82  5.06
H  -4.54  4.81  3.67
H  -6.40  2.39  3.64
H  -6.58  3.94  2.79
O  -5.01  -1.16  -3.13
C  -5.63  -0.56  -3.96
O  -5.03  0.15  -4.94
C  -6.02  0.86  -5.71
C  -7.32  0.11  -5.48
C  -7.13  -0.41  -4.05
H  -6.06  1.89  -5.35
H  -5.71  0.87  -6.75
H  -8.20  0.74  -5.61
H  -7.40  -0.73  -6.17
H  -7.46  0.32  -3.30
H  -7.62  -1.36  -3.88



Entry 3:
ORCA calculation (the ωB97M-V functional and the def2-TZVPD basis) on a structure of composition Cl3CuFI at a distorted geometry.

For the lowest unoccupied orbital energy (spin up / spin down), the calculation gives 4.675 / 2.414 eV. As for the charge: -2. As for the expectation value of S²: 2.0100. The value obtained for the HOMO-LUMO gap (spin up / spin down) is 7.089 / 4.659 eV. The HOMO energy (spin up / spin down) is -2.41 / -2.24 eV. For the largest force on an atom, the calculation gives 2.549 eV/A. The spin multiplicity is 3.

Atoms and positions in Å:
Cu  0.04  -0.21  -0.10
I  -2.13  1.76  0.36
F  0.76  -2.39  0.07
Cl  0.56  -0.15  2.70
Cl  -0.92  -0.70  -2.53
Cl  1.70  1.69  -0.50



Entry 4:
ORCA calculation (the ωB97M-V functional and the def2-TZVPD basis) on the molecule C7H7N at a distorted geometry.

For the energy above the lowest of the compared OMol25 structures with the same formula, charge and spin, the calculation gives 119.51 kcal per mole. For the lowest unoccupied orbital energy (spin up / spin down), the calculation gives 0.638 / 0.636 eV. The value obtained for the HOMO-LUMO gap (spin up / spin down) is 8.196 / 8.183 eV. The HOMO energy (spin up / spin down) is -7.56 / -7.55 eV. For the largest force on an atom, the calculation gives 3.768 eV/A.

Atoms and positions in Å:
C  -1.01  -1.64  1.43
C  0.28  -2.01  0.86
C  -1.38  -0.38  1.45
C  1.06  -1.09  0.28
C  0.56  1.38  -0.66
C  0.65  0.27  0.19
C  0.00  2.00  -1.85
N  1.35  1.58  0.34
H  -1.59  -2.46  1.85
H  0.59  -3.05  0.92
H  -2.21  0.23  1.71
H  2.06  -1.34  -0.07
H  -0.69  1.34  -2.36
H  0.82  2.26  -2.52
H  -0.50  2.93  -1.57



Entry 5:
ORCA calculation (the ωB97M-V functional and the def2-TZVPD basis) on a structure of composition C28H56P2ReSi at a distorted geometry.

For the energy above the lowest of the compared OMol25 structures with the same formula, charge and spin, the calculation gives 0.00 kcal per mole. For the lowest unoccupied orbital energy (spin up / spin down), the calculation gives -6.133 / -7.673 eV. As for the charge: +2. As for the expectation value of S²: 3.7722. The value obtained for the HOMO-LUMO gap (spin up / spin down) is 7.495 / 6.819 eV. The HOMO energy (spin up / spin down) is -13.63 / -14.49 eV. For the largest force on an atom, the calculation gives 9.157 eV/A. The spin multiplicity is 4.

Atoms and positions in Å:
Re  -0.62  0.03  0.16
C  -1.94  1.71  0.23
C  -2.42  0.80  -0.76
C  -2.39  -0.32  1.24
C  -2.01  1.03  1.48
C  -2.63  -0.48  -0.15
C  -1.76  3.19  0.06
H  -1.31  3.44  -0.90
H  -1.14  3.62  0.85
H  -2.74  3.70  0.10
C  -1.96  1.71  2.80
H  -1.59  2.74  2.72
H  -1.33  1.19  3.52
H  -2.97  1.76  3.25
C  -2.67  -1.36  2.29
H  -3.75  -1.41  2.52
H  -2.14  -1.15  3.22
H  -2.37  -2.36  1.95
C  -3.22  -1.68  -0.82
H  -4.31  -1.57  -0.94
H  -3.04  -2.58  -0.24
H  -2.80  -1.80  -1.82
C  -2.88  1.15  -2.13
H  -3.98  1.08  -2.20
H  -2.47  0.42  -2.82
H  -2.58  2.16  -2.42
C  1.32  0.77  -2.63
C  0.18  1.45  -2.86
C  -0.40  1.55  -4.25
C  -1.26  0.34  -4.73
C  -1.10  -0.91  -3.89
C  0.09  -1.53  -3.86
C  1.32  -0.99  -4.53
C  2.09  0.13  -3.76
H  0.39  1.72  -5.00
H  -0.95  0.13  -5.77
H  -1.02  2.46  -4.29
H  2.39  0.90  -4.50
H  1.81  0.76  -1.65
H  -0.27  2.09  -2.09
H  3.04  -0.27  -3.38
H  2.01  -1.82  -4.70
H  0.19  -2.56  -3.52
H  1.08  -0.60  -5.54
H  -2.31  0.65  -4.80
H  -2.01  -1.38  -3.52
P  1.69  2.25  0.46
C  1.61  3.27  1.99
H  2.33  4.10  1.89
H  1.86  2.68  2.88
H  0.60  3.69  2.12
C  3.36  1.52  0.53
H  4.09  2.32  0.70
H  3.59  1.02  -0.41
H  3.43  0.79  1.35
C  1.86  3.54  -0.82
H  2.00  3.07  -1.80
H  2.72  4.17  -0.57
H  0.95  4.15  -0.85
P  0.74  -2.27  -0.27
C  -0.35  -3.41  -1.20
H  0.25  -4.24  -1.61
H  -0.84  -2.87  -2.02
H  -1.14  -3.80  -0.55
C  2.22  -2.04  -1.29
H  1.92  -1.76  -2.31
H  2.82  -2.96  -1.33
H  2.85  -1.23  -0.88
C  1.37  -3.37  1.04
H  1.96  -4.19  0.59
H  0.53  -3.81  1.60
H  2.02  -2.82  1.73
C  -0.58  -0.24  5.21
Si  0.61  -0.94  3.90
C  2.31  -0.57  4.64
C  0.30  -2.78  4.04
C  0.65  -0.20  2.08
H  -0.34  -0.76  6.15
H  -1.64  -0.41  5.01
H  -0.43  0.83  5.40
H  2.34  -0.93  5.68
H  3.11  -1.08  4.08
H  2.53  0.51  4.65
H  -0.59  -3.11  3.49
H  1.16  -3.37  3.70
H  0.14  -3.02  5.10
H  0.79  0.89  2.29
H  1.62  -0.53  1.66



Entry 6:
ORCA calculation (the ωB97M-V functional and the def2-TZVPD basis) on a cluster of 2 separate species, C4H9N2 in total at a distorted geometry.

For the energy above the lowest of the compared OMol25 structures with the same formula, charge and spin, the calculation gives 101.56 kcal per mole. For the lowest unoccupied orbital energy, the calculation gives -4.635 eV. As for the charge: +1. The value obtained for the HOMO-LUMO gap is 8.602 eV. The HOMO energy is -13.24 eV. For the largest force on an atom, the calculation gives 5.630 eV/A.

Atoms and positions in Å:
C  0.69  0.42  0.98
C  0.06  1.74  0.67
C  1.59  -0.14  1.95
C  -0.91  -0.24  -2.23
N  -0.13  0.43  0.03
N  -1.59  -1.24  -1.82
H  -0.73  2.00  1.20
H  0.73  2.54  0.13
H  2.38  -0.60  1.42
H  1.08  -0.89  2.50
H  1.92  0.54  2.82
H  0.21  -0.35  -2.02
H  -1.36  0.67  -2.78
H  -1.30  -1.98  -1.20
H  -2.56  -1.15  -2.07



Entry 7:
ORCA calculation (the ωB97M-V functional and the def2-TZVPD basis) on the molecule C9H9NO3S at a distorted geometry.

For the energy above the lowest of the compared OMol25 structures with the same formula, charge and spin, the calculation gives 75.56 kcal per mole. For the lowest unoccupied orbital energy, the calculation gives 0.369 eV. Its SMILES is O=[N+]([O-])[C@]1(c2ccccc2)OCCS1. The value obtained for the HOMO-LUMO gap is 9.645 eV. The HOMO energy is -9.28 eV. For the largest force on an atom, the calculation gives 4.072 eV/A.

Atoms and positions in Å:
C  -3.43  -0.41  0.08
C  -2.74  -0.81  1.19
C  -2.83  0.29  -0.97
C  -1.38  -0.64  1.20
C  -1.47  0.48  -0.99
C  -0.73  -0.06  0.11
C  2.55  1.39  -0.56
C  3.06  0.72  0.76
C  0.74  -0.08  -0.04
N  1.15  -1.46  -0.51
O  2.11  -1.38  -1.24
O  0.64  -2.50  -0.17
O  1.20  0.97  -0.78
S  1.65  -0.12  1.55
H  -4.56  -0.57  0.06
H  -3.12  -1.35  1.98
H  -3.48  0.64  -1.89
H  -0.95  -1.04  2.13
H  -1.04  1.01  -1.78
H  2.46  2.45  -0.49
H  3.13  1.15  -1.37
H  3.63  -0.14  0.36
H  3.42  1.47  1.36



Entry 8:
ORCA calculation (the ωB97M-V functional and the def2-TZVPD basis) on a cluster of 4 separate species, C4H15N2O in total at a distorted geometry.

For the energy above the lowest of the compared OMol25 structures with the same formula, charge and spin, the calculation gives 152.72 kcal per mole. For the lowest unoccupied orbital energy (spin up / spin down), the calculation gives -10.397 / -12.134 eV. As for the charge: +2. As for the expectation value of S²: 1.7686. The value obtained for the HOMO-LUMO gap (spin up / spin down) is 8.573 / 4.658 eV. The HOMO energy (spin up / spin down) is -18.97 / -16.79 eV. For the largest force on an atom, the calculation gives 2.773 eV/A. The spin multiplicity is 2.

Atoms and positions in Å:
C  -0.65  -3.37  0.59
N  -0.32  1.76  1.88
C  -1.41  2.23  2.66
C  0.06  -3.37  -0.58
N  1.01  0.19  -2.44
C  1.88  1.28  -2.16
H  -1.70  -3.65  0.51
H  -0.20  -2.97  1.48
H  0.53  1.53  2.39
H  -1.06  3.08  3.25
H  -2.29  2.41  2.04
H  -1.73  1.46  3.39
H  1.04  -2.93  -0.62
H  -0.39  -3.56  -1.55
H  -0.49  1.11  1.05
H  0.60  0.41  -3.35
H  2.59  1.53  -2.97
H  1.43  2.26  -1.95
H  2.58  1.05  -1.34
H  0.30  -0.10  -1.67
H  -1.24  -0.51  -0.30
O  -0.55  0.16  -0.31